A cluster of 2 separate species, H6N2 in total, computed with ωB97M-V/def2-TZVPD.

Geometry as XYZ:
```
8
Properties=species:S:1:pos:R:3
N 0.1757 1.1073 2.2044
H 0.6750 1.8875 2.6433
H 0.8423 0.3325 2.1274
H -0.5513 0.8106 2.8632
N -0.4790 -1.1786 -2.6153
H 0.3442 -1.7510 -2.4026
H -0.8647 -0.8665 -1.7183
H -0.1423 -0.3418 -3.1021
```

The max |F| comes out at 0.52 eV Å⁻¹. The relative energy (zero: lowest compared OMol25 entry of this formula, charge and spin) is 9.75 kJ/mol. The value obtained for the total energy is -3077.6213 eV. The frontier orbital gap is 0.40668 Ha.

A cluster of 2 separate species, H6N2O2SSi in total at a distorted geometry, computed with ωB97M-V/def2-TZVPD.

Geometry as XYZ:
```
12
Properties=species:S:1:pos:R:3
N -2.0075 -0.5387 -0.2037
N 0.8995 1.1375 -0.6419
O -0.8782 -1.3746 -2.3123
O -0.0697 -2.1548 -0.0814
Si 1.2957 0.8371 0.9874
S -0.6192 -1.1397 -0.9239
H -2.4367 0.2333 -0.6915
H -1.8916 -0.3441 0.7800
H 1.5814 0.9561 -1.3625
H 1.8877 -0.4671 1.2946
H 0.0123 0.9854 1.6930
H 2.2262 1.8697 1.4621
```

The max |F| comes out at 1.25 eV Å⁻¹. The multiplicity is 3. The relative energy (zero: lowest compared OMol25 entry of this formula, charge and spin) is 0.00 kJ/mol. The value obtained for the total energy is -25881.3717 eV. The frontier orbital gap (alpha / beta) is 0.34624 / 0.29106 Ha.

The molecule H6N3OP at a distorted geometry, computed with ωB97M-V/def2-TZVPD.

Geometry as XYZ:
```
11
Properties=species:S:1:pos:R:3
N 1.1903 1.3755 -0.5466
N 0.9191 -1.2483 -0.2299
N -0.9261 0.3187 1.1630
O -0.9412 -0.0941 -1.4754
P 0.1611 0.2334 -0.3356
H 0.8577 2.3103 -0.4056
H 1.8981 -1.1028 -0.0336
H 0.7906 -1.8132 -1.0583
H -1.4500 -0.5419 1.2451
H -0.3316 0.4428 1.9679
H -1.2801 0.7198 -1.8536
```

The max |F| comes out at 3.34 eV Å⁻¹. The relative energy (zero: lowest compared OMol25 entry of this formula, charge and spin) is 36.91 kJ/mol. The value obtained for the total energy is -15905.5717 eV. The frontier orbital gap is 0.37594 Ha.

A cluster of 2 separate species, H6N4 in total at a distorted geometry, computed with ωB97M-V/def2-TZVPD.

Geometry as XYZ:
```
10
Properties=species:S:1:pos:R:3
N -2.1696 0.2897 -0.1185
N 2.4286 -0.1795 -0.0973
N -0.9307 -0.4695 0.2669
N 0.0040 -0.6738 -0.4039
H -2.2261 0.1828 -1.1583
H -2.9961 0.2664 0.5009
H 2.5983 0.7967 -0.0728
H 3.2596 -0.6150 0.3679
H -1.1175 -0.8053 1.1804
H 2.5154 -0.5757 -1.0451
```

The max |F| comes out at 2.99 eV Å⁻¹. The relative energy (zero: lowest compared OMol25 entry of this formula, charge and spin) is 143.28 kJ/mol. The value obtained for the total energy is -6054.0725 eV. The frontier orbital gap is 0.34541 Ha.

A cluster of 2 separate species, H6N4S in total at a distorted geometry, computed with ωB97M-V/def2-TZVPD.

Geometry as XYZ:
```
11
Properties=species:S:1:pos:R:3
N 2.6303 0.2923 0.4753
N -1.0114 -0.5642 -1.8102
N 1.8754 0.1580 1.4007
N -1.5625 -0.1597 -0.5917
S -1.0186 1.4200 -0.0053
H 3.3342 -0.5587 0.4094
H -1.1265 -0.6328 0.1290
H -1.4624 -0.1380 -2.6135
H -0.0517 -0.3386 -1.7923
H 1.3733 1.0373 1.5451
H -2.3512 1.9560 -0.0118
```

The max |F| comes out at 3.53 eV Å⁻¹. The relative energy (zero: lowest compared OMol25 entry of this formula, charge and spin) is 20.94 kJ/mol. The value obtained for the total energy is -16889.2884 eV. The frontier orbital gap is 0.36553 Ha.

A cluster of 2 separate species, H6NO in total at a distorted geometry, computed with ωB97M-V/def2-TZVPD.

Geometry as XYZ:
```
8
Properties=species:S:1:pos:R:3
N 0.1609 -0.1273 1.4284
H 0.1871 -1.1247 1.7188
H 1.1486 0.2444 1.4887
H -0.3326 -0.1883 0.4113
H -0.3406 0.5827 2.0723
H 0.0103 0.9436 -1.8771
H -0.2148 -0.5871 -2.0224
O -0.1980 0.1276 -1.4738
```

The max |F| comes out at 4.60 eV Å⁻¹. The relative energy (zero: lowest compared OMol25 entry of this formula, charge and spin) is 64.92 kJ/mol. The value obtained for the total energy is -3627.9022 eV. The frontier orbital gap is 0.46011 Ha. The net charge is +1.

A cluster of 2 separate species, H6NO in total at a distorted geometry, computed with ωB97M-V/def2-TZVPD.

Geometry as XYZ:
```
8
Properties=species:S:1:pos:R:3
N -0.2040 0.8647 -0.8070
H -0.3074 0.4995 -1.7552
H -0.6709 1.7735 -0.7095
H -0.5263 0.1921 -0.0912
H 0.7750 1.1367 -0.6820
H -0.0061 -1.0789 1.9194
H 0.6333 -2.1388 1.1108
O 0.3063 -1.2488 1.0146
```

The max |F| comes out at 1.14 eV Å⁻¹. The relative energy (zero: lowest compared OMol25 entry of this formula, charge and spin) is 20.15 kJ/mol. The value obtained for the total energy is -3628.3662 eV. The frontier orbital gap is 0.45670 Ha. The net charge is +1.